This record from the OMol25 dataset describes one molecule with the formula C4H9N. The level of theory is wB97M-V/def2-TZVPD.

Structure (XYZ):
```
14
Properties=species:S:1:pos:R:3:forces:R:3
C -1.5883 0.8588 -0.7617 0.0 0.1 -0.1
C -0.7794 0.3109 0.3740 -0.1 0.1 0.1
C 0.5449 -1.4325 1.1135 0.1 -0.1 0.2
N 0.3775 -0.3720 0.3082 0.0 0.1 0.1
C 1.5386 0.1079 -0.4544 0.0 0.1 -0.1
H -2.5775 1.0979 -0.3536 0.2 0.0 -0.1
H -1.2001 1.7836 -1.2079 0.0 -0.1 0.0
H -1.7591 0.1352 -1.5729 0.1 0.1 0.1
H -1.2291 0.2714 1.3559 -0.2 -0.2 -0.1
H -0.3568 -1.9181 1.4622 0.2 0.1 0.1
H 1.4898 -1.5624 1.6284 0.0 -0.1 -0.2
H 1.9057 1.0198 0.0234 0.0 -0.1 -0.1
H 2.3114 -0.6651 -0.4352 -0.2 0.1 0.0
H 1.2821 0.3272 -1.4942 -0.1 -0.1 0.2
```
Positions in Å, forces in eV/Å.

The energy above the lowest of the compared OMol25 structures with the same formula, charge and spin is 2.690 eV.

=====

This record from the OMol25 dataset describes C14H33ClIN2O2P2Ti as an isolated structure. The level of theory is wB97M-V/def2-TZVPD.

Structure (XYZ):
```
56
Properties=species:S:1:pos:R:3:forces:R:3
C 2.6860 -1.1060 -5.1917 0.9 0.7 -0.3
C 2.0443 -2.0392 -4.3612 -3.6 -3.8 2.3
H 3.0110 -1.5729 -6.1475 -0.1 0.0 0.5
H 3.5614 -0.7351 -4.6085 -0.3 0.0 -0.5
H 1.9737 -0.2791 -5.3834 0.3 -0.3 0.1
O 1.4221 -2.8081 -3.7610 3.0 3.2 -2.6
I -1.4543 -2.7078 -1.1210 0.6 0.2 -0.3
Ti 0.0120 -0.6471 -0.8468 -1.2 0.7 1.3
P -1.7086 0.6413 -2.2012 -0.3 0.8 -0.2
C -3.4764 0.5676 -1.7811 0.1 -0.2 0.3
C -1.2121 2.3545 -1.8331 0.0 0.1 0.0
H -1.8464 3.0417 -2.4011 0.1 0.0 0.1
H -2.4948 1.1901 -4.4024 0.2 -0.1 0.1
H -0.1626 2.5101 -2.1089 -0.3 0.0 0.0
H -0.7466 0.8005 -4.4202 -0.2 0.0 0.1
H -3.6284 0.8979 -0.7443 0.0 -0.1 -0.3
H -1.3326 2.5716 -0.7646 -0.1 -0.1 -0.3
C -1.7209 0.5193 -4.0074 0.2 -0.2 -0.2
H -4.0230 1.2310 -2.4673 0.1 -0.2 0.3
H -1.9534 -0.5095 -4.3043 0.0 0.2 0.0
H -3.8409 -0.4614 -1.8911 0.0 0.3 0.0
P 2.1152 -1.6901 0.1140 1.0 0.1 0.7
C 2.0249 -2.7230 1.6118 -0.4 -0.1 -0.1
C 3.3659 -2.5288 -0.8980 -0.2 -0.1 -0.4
H 2.8668 0.6215 -0.0703 0.1 -0.2 0.1
H 4.0303 -0.3653 0.8350 -0.3 0.0 0.0
H 2.5249 0.1900 1.6175 0.1 -0.2 -0.2
C 2.9579 -0.1758 0.6766 0.3 0.4 0.1
H 3.7243 -1.8569 -1.6885 0.0 -0.1 0.3
H 4.1969 -2.8277 -0.2437 -0.2 0.1 -0.3
H 2.9834 -3.2346 1.7600 -0.2 0.2 0.0
H 1.2379 -3.4725 1.4806 0.2 0.0 0.1
H 2.9166 -3.4141 -1.3608 0.2 0.0 0.1
H 1.7873 -2.1145 2.4925 0.1 -0.1 -0.2
Cl 1.4402 0.1898 -2.4636 -0.2 -0.3 0.3
C 0.4940 2.7129 1.7559 0.3 0.5 -0.2
N -0.4848 1.8874 2.4430 0.7 -0.8 -0.9
C -0.7518 2.2206 3.8331 0.0 0.4 0.7
C -2.0886 1.6579 4.1991 -0.3 0.3 0.5
C -2.0298 0.1754 3.9998 -0.3 0.0 0.9
N -1.5943 -0.1311 2.6518 0.8 -0.5 -1.0
C -1.8397 -1.4876 2.1790 -0.3 -0.1 -0.2
C -0.8121 0.6876 1.9441 -0.7 0.6 1.7
O -0.3797 0.3258 0.7671 0.5 -0.9 -1.7
H 0.1412 2.9501 0.7472 0.2 0.1 0.2
H 1.4811 2.2329 1.7007 -0.3 0.1 0.0
H 0.5911 3.6386 2.3416 0.0 -0.3 -0.4
H 0.0304 1.8178 4.5041 -0.1 0.2 -0.4
H -0.7423 3.3100 3.9235 0.0 -0.2 -0.1
H -2.8698 2.1145 3.5839 0.0 -0.1 0.1
H -2.3089 1.8732 5.2471 0.0 0.0 -0.1
H -3.0239 -0.2545 4.1470 0.2 -0.1 -0.1
H -1.3289 -0.2734 4.7269 -0.3 0.0 -0.3
H -0.9155 -2.0509 1.9855 -0.2 0.2 0.1
H -2.4134 -2.0149 2.9428 0.1 0.1 -0.1
H -2.4361 -1.4500 1.2614 0.1 -0.1 0.3
```
Positions in Å, forces in eV/Å.

The total energy comes out at -3102.46966 Eh. As for the total charge: +3.

=====

This record from the OMol25 dataset describes one molecule with the formula C8H13NS3. The level of theory is wB97M-V/def2-TZVPD.

Structure (XYZ):
```
25
Properties=species:S:1:pos:R:3:forces:R:3
C -0.8204 -0.0816 -1.3307 1.8 0.9 0.4
C 2.5009 -0.3204 -0.3638 1.3 0.4 1.6
C -1.2220 -1.6012 0.5406 0.2 -2.8 1.5
C 1.2226 -1.0337 -0.6117 0.1 0.6 2.0
C -1.6536 -0.3060 -0.1483 -2.8 -0.9 1.2
C -1.7424 0.8235 0.8927 2.3 -3.0 1.1
C -3.0973 -0.3503 -0.6892 0.1 -2.4 0.3
C 3.8210 1.9935 0.6324 1.4 -4.6 -1.1
N 0.4157 -0.2798 -1.4456 -0.5 -0.5 -1.9
S 3.9233 -1.1095 -0.2587 0.0 0.0 -0.3
S 0.5488 -1.5414 1.0463 -0.2 0.4 0.0
S 2.2210 1.2870 0.1330 -0.1 1.0 0.2
H -1.2201 0.3607 -2.2066 -0.9 0.7 -0.6
H -1.7623 -1.8232 1.5968 0.9 0.6 -2.7
H -1.2145 -2.5978 -0.0896 -0.8 2.2 0.9
H 1.5823 -1.9074 -1.0437 -0.1 -1.8 -1.4
H -2.1414 0.5420 1.8472 -1.2 -0.8 0.2
H -2.2138 1.6313 0.5619 -2.0 3.4 -1.6
H -0.8137 1.1130 1.2738 2.0 0.6 -0.1
H -3.8663 -0.7900 -0.0971 0.0 -1.2 1.4
H -3.2727 -0.8498 -1.6178 0.4 -0.2 -0.9
H -3.5531 0.5622 -0.6926 -0.5 3.1 -0.8
H 3.6174 2.9010 1.0408 -0.6 2.5 1.4
H 4.3597 2.1404 -0.3212 0.2 -0.2 0.7
H 4.3810 1.2379 1.3511 -1.1 1.7 -1.5
```
Positions in Å, forces in eV/Å.

The SMILES is CSC(=S)[C@@H]1N=CC(C)(C)CS1. The energy above the lowest of the compared OMol25 structures with the same formula, charge and spin is 0.864 eV.

=====

This record from the OMol25 dataset describes C28H31BaFN6S3 as an isolated structure. The level of theory is wB97M-V/def2-TZVPD.

Structure (XYZ):
```
70
Properties=species:S:1:pos:R:3:forces:R:3
Ba 0.3062 0.2775 2.4012 0.2 0.1 -0.3
C 0.8049 -3.2488 0.9787 0.0 0.0 -0.1
C -0.5455 -3.4463 0.2880 0.0 0.0 0.0
C -1.6631 -3.6430 1.3148 0.0 0.0 0.0
C -0.7835 -2.4008 -0.7946 0.0 0.1 0.0
C -0.5173 -2.7986 -2.1004 0.0 0.0 0.0
C -0.7127 -1.9422 -3.1704 0.0 0.0 0.0
C -1.1551 -0.6590 -2.9227 0.0 0.0 0.0
C -1.4104 -0.1973 -1.6327 0.0 0.0 0.0
C -1.8717 1.2611 -1.5736 0.0 0.0 0.0
C -3.3370 1.3948 -2.0107 0.0 0.0 0.0
C -1.6497 2.0697 -0.2960 0.0 -0.1 0.0
C -1.2417 -1.0844 -0.5464 0.0 0.0 0.0
N -1.5162 -0.6704 0.7783 -0.1 -0.1 0.0
C -2.8366 -0.6229 1.1048 0.2 0.0 0.0
C -3.9112 -1.1252 0.3367 0.0 0.0 0.0
C -5.2257 -1.0349 0.7634 0.0 0.0 0.0
C -5.5552 -0.4432 1.9759 0.0 0.0 0.0
C -4.5275 0.0591 2.7673 0.0 0.0 0.1
C -3.2391 -0.0450 2.3187 -0.2 -0.1 -0.1
F -2.2217 0.4677 3.1291 -0.1 0.0 0.1
H 0.9550 -3.9874 1.7682 0.0 0.0 0.0
H 0.8696 -2.2582 1.4308 0.0 0.0 0.1
H 1.6265 -3.3283 0.2636 0.0 0.0 0.0
H -0.4655 -4.3944 -0.2532 0.0 0.0 0.0
H -1.6685 -2.8578 2.0686 0.0 0.0 0.0
H -1.5264 -4.6026 1.8183 0.0 0.0 0.0
H -2.6432 -3.6461 0.8385 0.0 0.0 0.0
H -0.1726 -3.8109 -2.2832 0.0 0.0 0.0
H -0.5167 -2.2746 -4.1823 0.0 0.0 0.0
H -1.2854 0.0274 -3.7529 0.0 0.0 0.0
H -1.2686 1.7558 -2.3450 0.0 0.0 0.0
H -4.0047 0.9606 -1.2667 0.0 0.0 0.0
H -3.5121 0.8911 -2.9625 0.0 0.0 0.0
H -3.5960 2.4494 -2.1284 0.0 0.0 0.0
H -2.3535 1.7956 0.4893 0.0 0.0 0.0
H -1.8011 3.1277 -0.5220 0.0 0.0 0.0
H -0.6303 1.9622 0.0746 0.0 0.0 0.0
H -3.6822 -1.5881 -0.6146 0.0 0.0 0.0
H -6.0119 -1.4353 0.1351 0.0 0.0 0.0
H -6.5819 -0.3725 2.3053 0.0 0.0 0.0
H -4.7271 0.5312 3.7208 0.0 0.0 0.0
S 1.7449 3.0374 2.2942 0.0 0.1 0.0
C 1.7641 2.7207 0.6160 0.0 0.1 -0.1
N 1.7685 1.5265 0.0560 -0.1 0.0 0.2
C 1.7797 1.5974 -1.3292 0.1 0.1 -0.2
C 1.8069 0.5057 -2.1942 0.0 0.0 0.0
C 1.8572 0.7375 -3.5561 0.0 0.0 0.0
C 1.8700 2.0357 -4.0690 0.0 0.0 0.0
C 1.8359 3.1307 -3.2219 0.0 -0.1 0.0
C 1.7945 2.8974 -1.8537 0.0 0.0 0.0
S 1.7564 4.0416 -0.5461 0.0 -0.1 0.1
H 1.7495 -0.5045 -1.8042 0.0 0.0 0.0
H 1.8630 -0.1044 -4.2359 0.0 0.0 0.0
H 1.9016 2.1887 -5.1398 0.0 0.0 0.0
H 1.8420 4.1408 -3.6094 0.0 0.0 0.0
C 5.3199 1.4126 0.6866 0.0 0.0 0.0
C 4.8563 1.2399 2.0824 0.0 -0.1 -0.1
N 5.2785 1.8878 3.1159 0.0 0.1 0.0
N 4.5296 1.4013 4.1481 0.0 0.0 0.1
C 3.6419 0.4715 3.7906 -0.1 0.0 0.0
S 2.5277 -0.3389 4.7554 0.0 0.0 0.0
N 3.8779 0.3375 2.4513 0.0 0.0 0.1
N 3.1036 -0.4538 1.6160 -0.1 -0.1 0.0
H 6.1056 2.1628 0.6685 0.0 0.0 0.0
H 4.4962 1.7425 0.0518 0.0 0.0 0.0
H 5.7095 0.4754 0.2864 0.0 0.0 0.0
H 4.6277 1.7864 5.0711 0.0 0.0 0.0
H 3.5911 -1.2996 1.3466 0.1 0.0 0.1
H 2.8067 0.1109 0.8106 0.0 0.0 0.0
```
Positions in Å, forces in eV/Å.

The energy above the lowest of the compared OMol25 structures with the same formula, charge and spin is 0.260 eV.

=====

This record from the OMol25 dataset describes a 6-piece molecular cluster, C12H36N3O7 overall. The level of theory is wB97M-V/def2-TZVPD.

Structure (XYZ):
```
58
Properties=species:S:1:pos:R:3:forces:R:3
C 2.1699 -1.8065 1.3832 0.0 -0.4 1.1
C 1.6174 -0.5312 2.1284 -0.6 -0.1 -0.4
O 2.5944 0.0843 2.9903 -0.7 -0.3 -0.7
C 0.9364 0.5596 1.1607 1.3 -0.6 0.9
O -0.3731 0.8252 1.7148 -0.4 -0.2 -1.1
C -1.4277 0.5187 0.8077 -1.1 0.1 0.1
C -2.7888 0.8543 1.5475 -0.3 -0.3 -1.2
N -2.9713 0.0108 2.7835 4.1 -1.3 -1.5
C -2.4683 -1.2942 2.5835 -0.4 1.4 -0.5
N -2.0946 -2.0128 3.6347 -0.2 -0.5 0.0
N -2.2999 -1.8645 1.2717 -1.6 0.6 1.5
C -1.5068 -0.9809 0.3594 -0.1 0.6 -1.1
H 1.9284 -2.6910 2.0427 0.4 0.8 -0.7
H 3.2884 -1.8152 1.2894 -1.1 0.3 -0.2
H 1.6519 -2.0176 0.4110 0.7 0.5 0.7
H 0.7986 -0.8986 2.8213 0.5 0.4 -0.9
H 2.0778 0.7542 3.4650 0.5 -0.1 0.1
H 0.9274 0.2184 0.0946 -0.3 0.3 0.9
H 1.5295 1.5076 1.2036 -0.5 -0.8 0.0
H -1.3936 1.1650 -0.1145 0.2 -0.6 0.8
H -3.6098 0.5355 0.8501 0.6 0.7 0.6
H -2.8654 1.9441 1.8085 0.0 -1.2 -0.2
H -2.3151 0.4403 3.4584 -1.1 -0.1 0.6
H -1.4819 -1.6863 4.3789 -0.9 0.3 0.1
H -2.3806 -2.9916 3.6570 0.9 0.1 -0.4
H -3.2118 -2.0507 0.8392 0.2 -0.1 0.1
H -0.5238 -1.4766 0.1748 -0.6 0.7 0.4
H -2.0445 -0.9851 -0.6328 0.5 -0.1 1.0
C -3.2221 -5.0929 -1.0985 0.2 0.0 0.1
O -3.0021 -3.6889 -0.9715 -0.1 0.3 0.1
H -4.1167 -5.2517 -1.6971 0.1 0.1 0.0
H -2.3691 -5.5593 -1.5954 -0.1 -0.1 0.0
H -3.3656 -5.5389 -0.1112 0.0 -0.1 -0.1
H -2.2075 -3.5735 -0.4416 0.0 -0.1 -0.1
C 0.2129 3.3425 -1.1815 0.1 0.1 -0.3
O 1.0893 2.3302 -1.6690 0.0 -0.2 0.0
H -0.1481 3.0467 -0.1963 0.1 0.0 0.0
H 0.7486 4.2904 -1.0981 -0.2 0.1 0.1
H -0.6379 3.4568 -1.8577 -0.1 0.1 0.1
H 1.3937 2.6161 -2.5365 0.0 0.0 0.0
C 0.3745 4.7952 2.6747 0.0 -0.3 0.0
O -0.7573 4.0285 3.0754 -0.2 -0.1 0.0
H 0.1784 5.8434 2.8914 -0.1 -0.1 0.0
H 1.2593 4.4728 3.2294 0.1 0.2 -0.1
H 0.5461 4.6756 1.6017 0.1 0.1 0.0
H -0.5630 3.1063 2.8755 0.0 0.0 0.0
C 3.7764 -0.7716 -2.1339 0.0 0.2 0.0
O 2.4462 -0.6627 -2.6285 -0.3 0.0 -0.1
H 4.0783 -1.8168 -2.1648 -0.1 0.0 0.0
H 4.4562 -0.1828 -2.7537 0.1 -0.1 0.1
H 3.8085 -0.4134 -1.1015 0.2 -0.1 0.0
H 2.2109 0.2693 -2.5850 -0.1 0.0 0.2
C 1.6372 0.5597 -6.3923 0.0 -0.2 0.3
O 1.8586 -0.6902 -5.7541 -0.1 0.1 -0.1
H 1.6897 0.4146 -7.4698 0.0 0.0 0.1
H 0.6469 0.9440 -6.1298 0.0 0.2 -0.2
H 2.4064 1.2764 -6.0888 -0.1 0.2 -0.2
H 1.8084 -0.5408 -4.8039 0.2 -0.3 0.1
```
Positions in Å, forces in eV/Å.

The total energy comes out at -1169.37249 Eh. As for the total charge: +1.

=====

This record from the OMol25 dataset describes C19H43CeO2P3S as an isolated structure. The level of theory is wB97M-V/def2-TZVPD.

Structure (XYZ):
```
69
Properties=species:S:1:pos:R:3:forces:R:3
Ce 2.3461 -1.1464 -0.1366 -1.1 1.6 1.1
P 1.3721 0.8551 -1.9211 0.0 0.1 -0.7
P 0.3838 2.1030 1.2454 0.0 0.4 0.6
P -3.9965 0.7725 -0.8738 -1.6 0.3 -1.0
H 2.7040 -3.8538 -0.2665 -0.4 0.1 -0.4
C 1.9051 -3.2710 -0.7609 -0.2 -0.6 -0.7
C 2.1969 -2.5026 -1.9569 -0.3 -1.2 0.2
H 3.1999 -2.5416 -2.3898 -0.2 -0.2 -0.1
C 3.2276 0.6845 -2.0733 0.1 0.1 -0.3
C 1.1946 2.6702 -1.9658 0.1 0.1 0.1
C 0.8426 0.4405 -3.6172 0.0 -0.1 -0.1
C -0.2703 1.5126 2.8547 0.0 -0.2 0.0
C 2.0523 2.6558 1.8146 0.0 -0.1 0.0
C -0.4131 3.7688 1.2695 -0.2 0.0 -0.3
C -3.9941 -0.1341 -2.4482 0.5 -0.4 0.0
C -3.5415 2.5076 -1.1364 0.7 -0.1 0.5
C -5.6009 0.5707 -0.0196 0.3 -0.2 0.5
H 0.8775 -3.6283 -0.5669 0.5 0.1 -0.1
H 1.3950 -2.2860 -2.6720 0.3 -0.2 0.3
H 3.6044 -0.3669 -2.1068 -0.2 0.6 -0.3
H 3.7555 1.2433 -1.2826 -0.1 0.0 -0.2
H 3.4643 1.1285 -3.0483 0.4 -0.2 0.3
H 1.8231 3.1528 -1.2088 -0.2 -0.1 -0.1
H 0.1511 2.9515 -1.7832 0.2 -0.1 0.0
H 1.4874 3.0269 -2.9607 0.0 0.0 0.2
H 1.0785 -0.5996 -3.8611 -0.1 0.3 0.0
H 1.3548 1.1133 -4.3160 -0.2 -0.2 0.0
H -0.2424 0.5801 -3.7021 0.2 0.0 0.0
H -0.0166 2.2423 3.6381 -0.2 -0.3 -0.1
H 0.1722 0.5352 3.0939 -0.2 0.2 0.1
H -1.3640 1.4055 2.7944 0.3 0.0 0.1
H 2.0091 2.9367 2.8736 0.2 0.1 -0.2
H 2.3744 3.5170 1.2197 0.1 -0.2 0.1
H 2.7856 1.8504 1.6890 0.1 0.1 0.1
H -0.5862 4.0847 2.3062 0.1 0.0 -0.3
H -1.3757 3.7336 0.7422 0.2 0.1 0.2
H 0.2358 4.5018 0.7746 -0.3 -0.1 0.1
H -4.6764 0.3031 -3.1948 0.1 0.0 0.4
H -4.2754 -1.1925 -2.2872 0.1 0.5 0.0
H -2.9677 -0.1275 -2.8614 -0.5 0.1 0.2
H -4.2006 3.0305 -1.8315 -0.1 -0.2 0.0
H -2.5042 2.5324 -1.5196 -0.5 0.0 0.1
H -3.5522 3.0193 -0.1592 -0.1 -0.1 -0.4
H -6.4600 0.5331 -0.7059 0.4 0.1 0.0
H -5.7429 1.3822 0.7161 0.1 -0.3 -0.3
H -5.5497 -0.3901 0.5317 -0.2 0.4 -0.3
C -2.0424 -2.0283 0.2486 -0.7 -0.3 -0.1
C -2.5349 -2.4270 1.4986 -0.3 0.2 -0.2
C -3.1774 -3.6604 1.5747 0.2 -0.2 -0.3
C -3.2556 -4.4775 0.4367 0.0 -0.1 0.0
C -2.5767 -4.1457 -0.7436 0.3 0.2 0.4
C -1.9091 -2.9219 -0.8266 -0.7 0.2 0.2
O -1.8601 -0.6940 -0.0467 1.7 0.1 -0.2
H -2.5542 -0.1032 0.2955 0.0 -0.2 0.7
H -2.5093 -1.7438 2.3626 -0.1 -0.3 -0.5
H -3.6415 -3.9775 2.5080 0.1 0.1 -0.3
H -3.8485 -5.3924 0.4614 0.2 0.2 0.1
H -2.5943 -4.8085 -1.6064 0.0 0.1 0.3
H -1.4333 -2.5787 -1.7469 -0.2 -0.1 0.2
C 4.1582 -1.6212 3.5585 0.2 0.1 0.2
S 5.2223 -1.2950 2.1169 -0.5 0.6 0.1
C 5.3953 0.5041 2.3469 0.2 -0.1 0.2
O 4.2447 -1.4098 0.8952 0.6 0.1 0.8
H 3.8854 -0.6770 4.0454 0.0 -0.4 -0.2
H 4.7558 -2.2137 4.2555 -0.2 -0.1 -0.1
H 3.2668 -2.1744 3.2345 0.4 0.0 0.1
H 6.4109 0.6677 2.7129 0.0 0.1 -0.1
H 5.2479 1.0117 1.3862 0.2 -0.3 0.2
H 4.6866 0.8615 3.1027 0.1 -0.1 -0.4
```
Positions in Å, forces in eV/Å.

The spin multiplicity is 2. As for the total charge: +3. As for the expectation value of S²: 0.992. The energy above the lowest of the compared OMol25 structures with the same formula, charge and spin is 4.488 eV.